1.
{
  "formula": "C25H43ClFN2O3S",
  "method": "ωB97M-V/def2-TZVPD",
  "smiles": "C=CC[C@@H]1OC[N@+](CCCCl)(S(=O)(=O)F)[C@H]1CCCCCCCCCCCCn1cccc1",
  "lumo_ev": -5.78,
  "fmax_ev_per_a": 12.27,
  "homo_energy_ev": -9.67,
  "total_charge": 1,
  "orbital_gap_ev": 3.884,
  "symbols": ["C", "C", "C", "C", "O", "C", "N", "C", "C", "C", "Cl", "S", "O", "O", "F", "C", "C", "C", "C", "C", "C", "C", "C", "C", "C", "C", "C", "C", "N", "C", "C", "C", "C", "H", "H", "H", "H", "H", "H", "H", "H", "H", "H", "H", "H", "H", "H", "H", "H", "H", "H", "H", "H", "H", "H", "H", "H", "H", "H", "H", "H", "H", "H", "H", "H", "H", "H", "H", "H", "H", "H", "H", "H", "H", "H", "H"],
  "positions_angstrom": [[3.2436, -4.0412, 0.2439], [3.4481, -2.5416, 0.2383], [4.6402, -1.7831, -0.5960], [4.4725, -0.1555, -0.7180], [5.4454, 0.5352, 0.1924], [4.6733, 1.7746, 0.5385], [3.1658, 1.4822, 0.6502], [2.5857, 2.8780, 0.5961], [0.9170, 2.8276, 0.6654], [0.3049, 3.6273, 1.9594], [-0.5124, 2.5554, 3.2314], [2.8919, 0.7526, 2.2255], [1.4740, 0.0863, 2.3624], [2.9897, 1.7661, 3.4126], [4.0221, -0.5126, 2.6051], [2.9840, 0.5293, -0.5099], [2.5483, 1.0888, -1.9873], [0.9789, 0.6787, -2.3953], [0.7585, -0.9569, -2.4893], [-0.3588, -1.3241, -1.3001], [-1.1957, -2.6297, -1.8307], [-1.9916, -3.4673, -0.6674], [-1.1860, -3.6149, 0.7530], [-1.5645, -2.3478, 1.7772], [-3.1314, -2.3833, 2.2558], [-4.1200, -1.3226, 1.4918], [-3.5478, 0.2099, 1.3832], [-4.7677, 1.1853, 0.8576], [-4.4001, 1.8521, -0.4495], [-3.5888, 1.3812, -1.6379], [-3.5737, 2.6658, -2.6564], [-4.4662, 3.8902, -2.0143], [-4.9692, 3.2635, -0.5572], [3.9110, -4.6321, 1.0376], [2.4629, -4.6006, -0.4392], [2.6994, -1.9350, 0.9321], [5.6483, -1.9910, 0.0085], [4.7966, -2.2111, -1.6744], [5.0007, 0.0555, -1.7677], [5.0196, 2.3882, 1.4756], [4.9049, 2.4326, -0.4287], [2.9708, 3.4810, -0.3594], [2.8976, 3.5630, 1.5223], [0.5524, 3.4122, -0.3064], [0.5566, 1.7207, 0.5462], [1.0941, 4.3074, 2.5029], [-0.5335, 4.3602, 1.5305], [2.0839, -0.1349, -0.1666], [3.2079, 0.6265, -2.8682], [2.6080, 2.2496, -2.1213], [0.8552, 1.0769, -3.5132], [0.1808, 1.2360, -1.7451], [1.7509, -1.5201, -2.1403], [0.4416, -1.3410, -3.5482], [0.2718, -1.4959, -0.3280], [-1.0931, -0.4303, -1.0841], [-0.5179, -3.3356, -2.5120], [-2.0311, -2.2104, -2.5725], [-2.1392, -4.5759, -1.0816], [-3.0773, -3.0443, -0.4998], [-0.0190, -3.5332, 0.5171], [-1.3347, -4.6632, 1.2761], [-0.9141, -2.5610, 2.7553], [-1.1888, -1.3194, 1.3648], [-3.1572, -2.1513, 3.4096], [-3.5383, -3.4709, 2.0523], [-5.1112, -1.2572, 2.1542], [-4.4778, -1.6539, 0.4248], [-2.6105, 0.1845, 0.6833], [-3.1598, 0.5901, 2.4447], [-4.8991, 2.0387, 1.6812], [-5.8155, 0.6217, 0.8289], [-3.1092, 0.3126, -1.6988], [-3.0075, 2.6896, -3.6801], [-4.6991, 4.9503, -2.4724], [-5.6518, 3.8215, 0.2293]],
  "atomic_forces_ev_per_a": [[1.1, 1.7, 0.6], [-0.9, -1.5, -0.4], [0.8, -0.4, 2.4], [1.9, -1.2, -0.9], [-4.1, 1.5, 1.4], [4.1, 0.7, -1.4], [3.5, 1.2, -1.6], [-2.9, 3.2, 0.7], [0.3, 0.6, -1.0], [-0.5, 1.2, -1.0], [0.9, 0.9, -1.3], [-6.3, -1.6, 10.4], [6.2, 2.1, -2.5], [1.2, -3.3, -5.9], [-2.0, 3.1, -1.9], [-0.9, -2.1, -2.3], [-1.5, 0.6, -1.2], [0.9, 0.0, -1.7], [-0.2, 0.6, 2.1], [0.4, -0.5, -1.1], [-0.8, 0.3, -0.1], [0.0, -1.5, -0.2], [0.6, 1.3, -0.3], [0.8, -1.5, 1.0], [0.1, 0.2, -0.5], [-0.7, 0.5, 0.9], [-0.2, -0.8, 0.6], [0.6, -0.3, 1.2], [-0.8, 3.2, -1.5], [-1.8, 5.3, -0.3], [-1.9, -0.7, 3.9], [0.8, -5.3, 3.0], [2.9, -0.4, -5.2], [-0.3, 0.7, -3.2], [0.5, 1.4, 2.8], [0.6, -0.8, -2.9], [-1.7, 0.7, -1.5], [-0.7, 0.7, 2.2], [-2.0, -0.1, 2.0], [-0.4, -1.7, -1.6], [-1.4, -1.0, 2.1], [-0.8, -2.0, 2.0], [-0.2, -2.1, -1.8], [0.7, -1.3, 2.1], [0.5, 2.2, 0.5], [-1.4, -1.6, -1.1], [1.8, -1.8, 1.1], [2.1, 0.6, -0.7], [-1.2, 0.9, 2.4], [0.2, -2.1, 0.5], [0.3, -0.6, 2.5], [1.6, -1.2, -1.1], [-2.0, 1.1, -1.0], [0.6, 1.0, 2.1], [-1.3, 0.1, -1.7], [1.5, -1.7, -0.6], [-1.3, 1.5, 1.8], [1.8, -0.9, 1.5], [0.2, 2.4, 0.8], [2.3, -0.7, -0.3], [-2.4, -0.3, 0.5], [0.0, 2.3, -1.1], [-1.3, 0.6, -2.0], [-0.9, -2.0, 0.6], [-0.1, -0.5, -2.3], [0.8, 2.2, 0.6], [2.0, -0.2, -1.5], [0.9, 0.5, 2.0], [-1.9, 0.4, 1.1], [-0.9, -0.9, -2.3], [0.3, -1.8, -2.1], [2.4, 1.0, -0.3], [-1.2, 2.5, 0.2], [-1.3, -0.1, 2.3], [0.6, -2.6, 1.1], [1.7, -1.8, -1.7]]
}

---

2.
{
  "formula": "C25H43EuF3P2",
  "method": "ωB97M-V/def2-TZVPD",
  "s_squared": 12.034,
  "multiplicity": 7,
  "lumo_ev": [-4.06, -3.92],
  "fmax_ev_per_a": 2.71,
  "homo_energy_ev": [-9.39, -9.27],
  "total_charge": 1,
  "orbital_gap_ev": [5.322, 5.353],
  "de_lowest_kcal_mol": 14.9,
  "symbols": ["Eu", "C", "C", "C", "C", "C", "C", "H", "H", "H", "C", "H", "H", "H", "C", "H", "H", "H", "C", "H", "H", "H", "C", "H", "H", "H", "C", "C", "C", "C", "C", "C", "C", "C", "H", "H", "H", "H", "H", "H", "H", "H", "H", "H", "H", "H", "P", "P", "C", "C", "H", "H", "H", "H", "C", "H", "H", "H", "C", "H", "H", "H", "C", "H", "H", "H", "C", "H", "H", "H", "F", "C", "F", "F"],
  "positions_angstrom": [[1.7406, -0.3972, 2.3860], [-3.4081, 2.1804, 1.3011], [-3.1344, 0.8552, 0.8693], [-2.4101, 1.0411, 3.0525], [-3.0449, 2.2486, 2.6741], [-2.4955, 0.1679, 1.9532], [-4.1447, 3.2347, 0.5585], [-4.5424, 2.8369, -0.3799], [-3.5112, 4.1050, 0.3143], [-4.9860, 3.6153, 1.1577], [-3.5515, 3.2476, 3.6335], [-4.4970, 3.6693, 3.2744], [-2.8396, 4.0611, 3.8134], [-3.7581, 2.7741, 4.5987], [-1.8422, 0.7439, 4.3881], [-2.4215, 1.2417, 5.1813], [-0.8015, 1.1003, 4.4961], [-1.8499, -0.3281, 4.6424], [-2.3430, -1.2886, 2.0032], [-3.3016, -1.7776, 1.7601], [-2.0307, -1.5917, 3.0061], [-1.6210, -1.6588, 1.2652], [-3.7080, 0.1689, -0.3007], [-4.3551, -0.6641, 0.0295], [-2.9411, -0.2680, -0.9580], [-4.3369, 0.8437, -0.8891], [-1.2067, 1.9675, -2.7973], [-2.4291, 1.5628, -3.1831], [-2.8514, 0.3284, -3.9353], [-1.7987, -0.7787, -4.0997], [-1.5800, -1.5197, -2.8210], [-0.5927, -1.2756, -1.9492], [-0.1015, 0.0499, -1.4640], [0.0486, 1.1287, -2.5579], [-3.1447, 0.6510, -4.9469], [-0.8531, -0.3170, -4.4200], [-3.7384, -0.0957, -3.4541], [0.3852, 0.7089, -3.5088], [-1.0427, 3.0238, -2.4801], [-3.2623, 2.2456, -3.0503], [0.8321, 1.8190, -2.2060], [-0.7741, 0.4110, -0.6630], [-0.1171, -2.0721, -1.3767], [0.8502, -0.1446, -0.9084], [-2.1566, -1.4727, -4.8866], [-2.2858, -2.3456, -2.6397], [3.3057, -0.7883, -0.9228], [3.7048, -2.2668, 1.6153], [5.0286, -1.4918, -0.7507], [5.2890, -1.9678, 0.6516], [5.7309, -0.7036, -1.0146], [5.1294, -2.3134, -1.4598], [5.7971, -2.9380, 0.6755], [5.8544, -1.2337, 1.2413], [4.4763, -3.1786, 2.9765], [3.6959, -3.5977, 3.6174], [5.0990, -2.4814, 3.5507], [5.0865, -3.9615, 2.5140], [2.9961, -3.6522, 0.6448], [3.8341, -4.2684, 0.2920], [2.3865, -3.3154, -0.2051], [2.3498, -4.2256, 1.3246], [3.8670, 0.9356, -1.1717], [2.9733, 1.5704, -1.2340], [4.4522, 1.0046, -2.1032], [4.4879, 1.2368, -0.3166], [3.0436, -1.2358, -2.6988], [3.8269, -1.9210, -3.0409], [3.0313, -0.3623, -3.3561], [2.0943, -1.7540, -2.7662], [2.3499, 1.8992, 1.1418], [0.8963, 1.8076, 1.4018], [0.7925, 2.6045, 2.5411], [0.3746, 2.5620, 0.3689]],
  "atomic_forces_ev_per_a": [[-1.2, 1.6, -0.5], [0.2, -1.5, -0.5], [-1.0, 2.5, 0.3], [0.5, -1.9, -1.2], [-0.3, 0.2, -0.6], [0.2, 1.0, 2.3], [-0.1, 0.4, -0.1], [0.0, 0.2, 0.1], [-0.2, -0.3, 0.1], [0.1, -0.1, -0.3], [-0.2, 0.3, 0.3], [0.3, 0.1, 0.1], [-0.1, 0.0, 0.0], [0.1, 0.1, -0.1], [0.1, -0.1, 0.7], [0.3, -0.1, -0.2], [-0.2, 0.0, 0.0], [0.0, 0.3, -0.2], [0.3, -0.7, -0.1], [0.3, 0.0, 0.2], [-0.1, -0.2, -0.1], [0.0, -0.1, -0.1], [-0.2, -0.3, -0.5], [0.2, 0.2, -0.1], [-0.2, 0.1, 0.1], [0.2, -0.1, 0.0], [-0.2, 0.3, 0.7], [0.7, 0.3, -0.2], [0.2, -0.2, -0.1], [-0.6, 1.1, 0.1], [0.3, -0.8, -0.1], [-0.2, -0.2, 0.8], [0.9, 0.1, -0.6], [0.2, 0.7, 0.0], [-0.1, 0.1, 0.3], [-0.5, -0.4, -0.2], [-0.1, 0.0, -0.1], [0.3, -0.1, 0.3], [-0.6, -0.9, 0.0], [0.2, 0.4, -0.2], [-0.3, -0.1, -0.3], [0.0, -0.1, -0.4], [-1.1, -0.4, 0.6], [-0.4, 0.4, -0.6], [0.4, 0.2, 0.5], [1.0, -0.4, -0.4], [1.2, 0.6, -1.1], [1.5, -0.8, -0.8], [-0.4, -0.1, -0.1], [-0.5, 0.1, 1.1], [0.1, -0.1, -0.2], [0.1, 0.0, 0.1], [0.2, 0.3, 0.1], [0.1, -0.3, -0.1], [-0.1, 0.0, 0.1], [0.3, -0.1, 0.1], [0.0, -0.3, 0.0], [0.0, 0.0, 0.5], [-0.3, 0.0, 0.2], [-0.4, 0.0, 0.1], [0.3, -0.1, 0.2], [0.2, -0.1, -0.3], [-0.4, 0.4, 0.0], [0.5, 0.1, 0.0], [-0.2, 0.0, 0.4], [-0.3, 0.1, -0.2], [-0.4, -0.3, 0.1], [-0.2, 0.2, 0.1], [-0.1, -0.1, 0.2], [-0.3, -0.1, -0.4], [0.0, -0.3, 0.4], [-0.3, 0.7, -0.6], [0.0, -0.3, -0.6], [0.5, -0.9, 1.3]]
}